1.
The following is a DFT calculation (ωB97M-V with the def2-TZVPD basis set) of a structure of composition C3H8N2O.

**Frontier orbital gap**: 8.893 eV
**Energy relative to the best compared isomer or geometry (same formula, charge and spin)**: 723.8 kJ/mol
**Spin multiplicity**: 1
**E_tot**: -8261.8240 eV

```
14
C3H8N2O (ωB97M-V with the def2-TZVPD basis set)
C 0.42 -1.47 0.43
C 1.52 0.61 -0.26
N 0.32 -0.05 0.16
C -1.34 0.71 0.04
O -1.78 0.29 -1.16
N -0.89 0.96 1.15
H -2.67 0.65 -1.29
H -2.43 1.46 0.56
H -0.55 -1.85 0.76
H 1.17 -1.67 1.21
H 0.70 -2.02 -0.47
H 1.86 0.23 -1.24
H 2.33 0.47 0.46
H 1.34 1.68 -0.36
```



2.
The following is a DFT calculation (ωB97M-V with the def2-TZVPD basis set) of a structure of composition C31H30ClFHfN9O11SSi.

**Frontier orbital gap**: 6.769 eV
**Net charge**: -1
**Energy relative to the best compared isomer or geometry (same formula, charge and spin)**: 84.1 kJ/mol
**Spin multiplicity**: 1
**E_tot**: -103822.7521 eV

```
86
C31H30ClFHfN9O11SSi (ωB97M-V with the def2-TZVPD basis set)
Hf 0.95 -0.04 0.70
O 1.66 1.81 3.84
Cl 1.24 2.10 2.54
O 0.95 3.47 2.38
O 0.06 1.35 2.18
O 2.24 1.72 1.58
C -2.72 0.23 0.81
Si -2.16 -0.86 -0.66
C -3.09 -0.25 -2.24
C -2.81 -2.65 -0.40
N -0.43 -0.81 -0.76
C 0.22 -1.72 -1.54
C -0.07 -1.99 -2.90
C 0.65 -2.91 -3.63
C 1.70 -3.62 -3.07
C 2.02 -3.40 -1.74
C 1.29 -2.48 -1.04
F 1.60 -2.32 0.33
H -3.45 0.97 0.52
H -1.88 0.73 1.29
H -3.19 -0.39 1.57
H -3.76 0.58 -2.01
H -3.70 -1.04 -2.65
H -2.42 0.08 -3.02
H -3.89 -2.66 -0.30
H -2.39 -3.11 0.49
H -2.55 -3.29 -1.24
H -0.88 -1.46 -3.36
H 0.39 -3.07 -4.67
H 2.24 -4.35 -3.66
H 2.82 -3.93 -1.24
N -0.42 -1.34 1.86
C -0.76 -2.03 2.74
C -1.20 -2.84 3.73
C -1.68 -2.29 4.93
N -2.10 -1.84 5.90
C -1.25 -4.22 3.54
N -1.31 -5.36 3.37
C -5.64 3.77 -2.93
C -4.38 4.41 -3.51
N -3.15 3.83 -2.99
C -2.46 2.88 -3.84
C -1.66 3.56 -4.95
C -2.68 4.32 -1.82
O -3.30 5.14 -1.17
C -1.31 3.88 -1.38
C -0.30 4.84 -1.40
C 0.96 4.47 -0.99
C 1.18 3.18 -0.54
N 0.21 2.27 -0.45
C -1.00 2.62 -0.87
H -6.51 4.20 -3.42
H -5.70 3.97 -1.87
H -5.63 2.70 -3.11
H -4.38 5.48 -3.25
H -4.37 4.31 -4.59
H -3.20 2.20 -4.26
H -1.77 2.30 -3.23
H -2.30 4.16 -5.59
H -1.18 2.80 -5.56
H -0.90 4.21 -4.52
H -0.52 5.85 -1.73
H 1.79 5.17 -1.01
H 2.16 2.88 -0.22
H -1.77 1.87 -0.79
O 3.55 -0.70 1.03
C 3.06 -0.99 2.12
O 1.89 -0.63 2.46
C 3.77 -1.90 3.09
C 2.98 -2.50 4.06
C 3.54 -3.42 4.94
C 4.89 -3.72 4.88
C 5.67 -3.10 3.91
C 5.12 -2.19 3.01
N 7.08 -3.41 3.85
O 7.76 -2.78 3.07
O 7.50 -4.28 4.58
N 2.70 -4.05 5.93
O 3.23 -4.82 6.71
O 1.52 -3.78 5.92
H 1.93 -2.26 4.12
H 5.34 -4.43 5.57
H 5.73 -1.73 2.25
S 3.72 1.56 -2.84
C 2.82 0.82 -1.78
N 2.10 0.28 -1.01
```



3.
The following is a DFT calculation (ωB97M-V with the def2-TZVPD basis set) of a structure of composition C11H21ClF3O4P2Sc.

**Frontier orbital gap**: 6.137 eV
**Net charge**: +2
**Spin multiplicity**: 1
**E_tot**: -79877.5552 eV

```
43
C11H21ClF3O4P2Sc (ωB97M-V with the def2-TZVPD basis set)
C -2.33 0.31 -4.45
C -2.00 0.71 -3.14
H -2.95 1.07 -4.96
H -2.88 -0.64 -4.35
H -1.39 0.12 -5.02
O -1.69 1.35 -2.20
Cl 0.07 -2.04 -2.79
Sc -0.11 -0.71 -0.96
P -2.40 -1.08 0.37
C -3.01 -0.05 1.74
C -3.88 -1.24 -0.67
H -4.67 -1.70 -0.06
H -3.36 -3.02 1.47
H -3.67 -1.88 -1.54
H -1.91 -3.46 0.51
H -3.19 0.97 1.38
H -4.22 -0.26 -1.03
C -2.34 -2.71 1.20
H -3.93 -0.46 2.17
H -1.72 -2.66 2.10
H -2.24 0.00 2.52
P 2.03 0.85 -1.36
C 2.47 2.31 -0.38
C 3.52 -0.18 -1.10
H 1.96 0.66 -3.78
H 3.38 1.61 -3.21
H 1.73 2.35 -3.24
C 2.30 1.43 -3.07
H 3.37 -1.17 -1.55
H 4.38 0.31 -1.58
H 3.44 2.72 -0.68
H 2.50 2.04 0.68
H 3.72 -0.30 -0.03
H 1.70 3.08 -0.51
C -0.46 1.22 0.24
O -0.73 2.24 0.73
F 2.16 -1.46 3.95
C 1.53 -0.99 2.85
F 0.25 -0.66 3.23
F 2.16 0.17 2.48
C 1.49 -1.98 1.65
O 2.01 -3.06 1.75
O 0.85 -1.48 0.61
```



4.
The following is a DFT calculation (ωB97M-V with the def2-TZVPD basis set) of the molecule C5H8O.

**Frontier orbital gap**: 10.574 eV
**Energy relative to the best compared isomer or geometry (same formula, charge and spin)**: 361.7 kJ/mol
**Spin multiplicity**: 1
**E_tot**: -7358.5064 eV

```
14
C5H8O (ωB97M-V with the def2-TZVPD basis set)
C -1.66 0.32 0.13
C -0.46 -0.51 -0.27
C 0.86 -0.01 -0.97
C 1.32 0.69 0.32
C 0.75 -0.72 0.63
O 1.52 -1.23 -0.54
H -1.40 1.32 0.50
H -2.38 0.45 -0.68
H -2.19 -0.19 0.94
H -0.76 -1.43 -0.79
H 0.49 0.19 -1.95
H 0.75 1.59 0.57
H 2.38 0.80 0.56
H 0.78 -1.29 1.55
```